No. 1
A molecular structure, C6H11NO3, computed with ωB97M-V/def2-TZVPD.

Geometry as XYZ:
```
21
C6H11NO3 | OMol25 | ωB97M-V/def2-TZVPD
C -0.018 0.364 1.666
C 0.899 -0.941 0.009
C 2.317 -0.422 0.125
C -1.377 -0.311 -1.369
C -0.427 0.483 -0.493
N -2.609 -0.561 -0.844
C 0.077 1.654 -1.030
O -0.995 0.685 0.831
O -0.381 0.013 2.899
O -1.018 -0.718 -2.456
H -1.286 -0.333 2.887
H 0.932 0.885 1.610
H -3.294 -0.957 -1.467
H -2.924 -0.066 -0.027
H 0.684 -1.769 0.687
H 0.745 -1.369 -0.980
H 0.304 1.707 -2.083
H 0.299 2.493 -0.389
H 3.017 -1.032 -0.451
H 2.677 -0.400 1.156
H 2.378 0.597 -0.281
```

F_max = 1.40 eV/A
HOMO level (alpha / beta) = -7.26 / -7.04 eV
Spin multiplicity = 1
Kohn-Sham gap (alpha / beta) = 7.56 / 6.96 eV
E_LUMO (alpha / beta) = 0.3 / -0.1 eV
Energy relative to the best compared isomer or geometry (same formula, charge and spin) = 5.7471 eV
Charge = 0

Results of the Mulliken charge analysis, in e, for atoms 1 through 5: C -0.11; C -0.80; C -1.12; C 0.16; C 1.12

---

No. 2
A molecular structure, C4H4LiO5Ru, computed with ωB97M-V/def2-TZVPD.

Geometry as XYZ:
```
15
C4H4LiO5Ru | OMol25 | ωB97M-V/def2-TZVPD
O 3.456 1.519 0.415
C 4.079 0.461 0.402
O 3.565 -0.674 0.230
Li 4.118 -2.453 0.305
Ru 1.720 0.423 0.056
C -0.151 -0.117 -0.528
C -1.139 0.755 -0.649
H -0.378 -1.169 -0.747
H -1.114 1.844 -0.688
O -4.236 -0.526 -1.718
C -3.003 -0.191 -1.759
O -2.325 -0.432 -2.816
O -2.539 0.354 -0.710
H -4.574 -0.842 -2.572
H -1.583 -1.067 -2.665
```

F_max = 3.02 eV/A
HOMO level (alpha / beta) = -21.69 / -23.59 eV
Spin multiplicity = 7
Kohn-Sham gap (alpha / beta) = 9.83 / 7.64 eV
E_LUMO (alpha / beta) = -11.9 / -16.0 eV
Energy relative to the best compared isomer or geometry (same formula, charge and spin) = 0.0000 eV
Charge = +3

Results of the Mulliken charge analysis, in e, for atoms 1 through 5: O -0.39; C 0.71; O -0.65; Li 0.95; Ru 0.62

---

No. 3
A molecular structure, C17H17F3N5PbS, computed with ωB97M-V/def2-TZVPD.

Geometry as XYZ:
```
44
C17H17F3N5PbS | OMol25 | ωB97M-V/def2-TZVPD
Pb 0.226 -1.067 -0.438
N -3.884 1.409 -0.819
C -2.939 0.466 -0.784
N -1.718 0.555 -0.255
C -1.406 1.887 0.212
N -0.193 2.237 0.658
N 0.642 1.210 0.643
C 1.826 1.425 1.150
C 2.922 0.504 1.050
C 4.214 0.928 1.498
C 5.263 0.082 1.438
C 5.105 -1.202 0.830
C 3.836 -1.530 0.346
N 2.765 -0.740 0.445
C -2.397 2.982 0.073
C -2.112 4.306 0.549
C -2.944 5.382 0.240
C -4.152 5.072 -0.511
C -4.503 3.801 -0.839
C -3.646 2.758 -0.453
H -4.703 1.268 -1.395
H -3.236 -0.531 -1.183
H 2.074 2.349 1.681
H 4.454 1.959 1.859
H 6.169 0.530 1.865
H 5.947 -1.867 0.681
H 3.683 -2.476 -0.133
H -1.219 4.439 1.156
H -2.614 6.398 0.537
H -4.780 5.931 -0.708
H -5.423 3.545 -1.446
C -0.829 -4.834 -1.480
S 0.475 -3.889 -2.296
C 1.952 -4.931 -2.170
H -0.857 -5.933 -1.695
H -1.793 -4.351 -1.707
H -0.611 -4.622 -0.443
H 1.943 -5.659 -1.336
H 2.738 -4.179 -2.050
H 2.092 -5.475 -3.083
F -0.227 -1.015 2.685
C -0.394 -1.938 1.715
F -1.805 -2.103 1.702
F 0.056 -3.083 2.213
```

F_max = 3.42 eV/A
HOMO level = -10.96 eV
Spin multiplicity = 1
Kohn-Sham gap = 6.92 eV
E_LUMO = -4.0 eV
Energy relative to the best compared isomer or geometry (same formula, charge and spin) = 0.1046 eV
Charge = +1

Results of the Mulliken charge analysis, in e, for atoms 1 through 5: Pb 0.94; N -0.06; C -0.30; N -0.17; C 0.10

---

No. 4
11 unconnected molecules or ions with the total composition C5H33NO10, computed with ωB97M-V/def2-TZVPD.

Geometry as XYZ:
```
49
C5H33NO10 | OMol25 | ωB97M-V/def2-TZVPD
C 0.743 3.193 -1.324
C 1.126 2.131 -0.262
C 0.465 0.719 -0.424
C -0.341 0.419 -1.738
C 1.504 -0.364 -0.316
N 0.919 -1.722 -0.102
H 1.069 4.166 -0.931
H 1.098 3.050 -2.338
H -0.349 3.246 -1.224
H 2.202 2.011 -0.276
H 0.826 2.511 0.736
H -0.195 0.592 0.438
H -1.353 0.178 -1.433
H -0.433 1.382 -2.232
H 0.084 -0.323 -2.416
H 2.161 -0.541 -1.204
H 2.255 -0.129 0.456
H 0.604 -1.693 0.870
H 1.571 -2.481 -0.246
O -0.777 -1.721 3.554
H -1.559 -1.776 2.970
H -0.397 -2.603 3.659
O -0.274 -3.209 -4.446
H -1.218 -3.050 -4.634
H -0.192 -2.809 -3.567
O 3.521 1.708 -2.117
H 4.154 2.164 -2.683
H 3.129 1.073 -2.731
O 1.039 0.159 2.548
H 0.516 -0.137 3.309
H 0.566 0.893 2.134
O -3.086 -1.375 2.229
H -3.145 -1.950 1.454
H -3.242 -0.481 1.920
O -0.698 2.379 2.797
H -1.049 2.939 3.480
H -1.399 1.806 2.437
O -1.117 -2.458 -1.728
H -0.402 -2.024 -1.124
H -1.100 -3.381 -1.452
O -2.574 1.418 0.865
H -2.618 0.608 0.355
H -2.367 2.155 0.264
O 3.545 -1.029 2.277
H 3.735 -0.182 2.717
H 2.625 -0.802 2.002
O -3.298 -1.486 -0.492
H -3.902 -1.527 -1.235
H -2.374 -1.649 -0.794
```

F_max = 2.69 eV/A
HOMO level = -10.01 eV
Spin multiplicity = 1
Kohn-Sham gap = 10.19 eV
E_LUMO = 0.2 eV
Energy relative to the best compared isomer or geometry (same formula, charge and spin) = 0.0404 eV
Charge = 0

Results of the Mulliken charge analysis, in e, for atoms 1 through 5: C -1.61; C -0.30; C 1.92; C -1.66; C -1.50

---

No. 5
C5H8N2 in the gas phase, computed with ωB97M-V/def2-TZVPD.

Geometry as XYZ:
```
15
C5H8N2 | OMol25 | ωB97M-V/def2-TZVPD
N -2.631 1.094 -0.820
C -1.755 0.828 -0.132
C -0.639 0.503 0.673
N -0.123 1.610 1.412
C 0.583 -0.064 -0.476
C 0.413 -1.347 -1.200
C 1.402 -1.247 -0.090
H -0.957 -0.267 1.375
H -0.810 2.004 2.046
H 0.082 2.351 0.755
H 0.991 0.801 -0.965
H -0.746 -1.818 -0.830
H 0.650 -1.470 -2.255
H 2.442 -1.311 -0.349
H 1.099 -1.668 0.855
```

F_max = 5.24 eV/A
HOMO level = -10.22 eV
Spin multiplicity = 1
Kohn-Sham gap = 11.16 eV
E_LUMO = 0.9 eV
Energy relative to the best compared isomer or geometry (same formula, charge and spin) = 2.6949 eV
Charge = 0

Results of the Mulliken charge analysis, in e, for atoms 1 through 5: N -0.44; C 0.28; C -0.15; N -0.63; C -0.15

---

No. 6
4 unconnected molecules or ions with the total composition C42H68NO6P, computed with ωB97M-V/def2-TZVPD.

Geometry as XYZ:
```
118
C42H68NO6P | OMol25 | ωB97M-V/def2-TZVPD
C 4.471 -2.861 1.026
C 4.594 -1.501 0.129
C 3.329 -0.527 0.279
C 2.262 -0.587 -0.926
C 2.269 -2.128 -1.468
O 1.131 -2.441 -2.300
C 0.133 -3.197 -1.580
O 0.899 -0.310 -0.557
C 0.416 0.961 -1.118
C 0.297 0.956 -2.718
C 1.118 2.077 -3.517
N 2.588 1.892 -3.575
C -1.118 1.051 -0.525
C -1.129 1.092 1.096
C -1.445 2.585 1.679
O -1.823 -0.062 -1.096
C -3.214 -0.134 -0.762
C -4.008 1.245 -0.619
C -5.601 1.165 -0.708
C -6.324 0.291 0.434
C -5.469 0.057 1.765
O -6.451 -0.174 2.852
C -6.222 -1.460 3.442
O -5.592 -1.462 4.532
C -4.068 -1.096 -1.761
C -3.274 -2.420 -2.199
C -2.543 -2.179 -3.599
O -3.619 -2.015 -4.590
C -3.053 -1.841 -5.913
P 1.398 2.478 -0.531
C 0.429 4.097 -0.656
C 1.988 2.370 1.256
H 5.432 -3.013 1.627
H 3.653 -2.635 1.812
H 4.152 -3.768 0.415
H 4.917 -1.711 -0.946
H 5.484 -0.935 0.605
H 3.762 0.547 0.262
H 2.774 -0.618 1.274
H 2.691 0.033 -1.778
H 3.206 -2.286 -2.126
H 2.284 -2.883 -0.613
H 0.540 -4.061 -0.957
H -0.558 -3.677 -2.372
H -0.491 -2.443 -0.964
H -0.788 1.040 -3.110
H 0.668 -0.063 -3.120
H 0.836 3.162 -3.235
H 0.758 1.988 -4.617
H 3.091 2.352 -2.812
H 2.872 0.919 -3.724
H -1.469 2.088 -0.903
H -1.966 0.437 1.550
H -0.164 0.654 1.552
H -0.608 2.993 2.331
H -2.376 2.523 2.364
H -1.757 3.312 0.838
H -3.284 -0.665 0.267
H -3.717 1.700 0.404
H -3.580 1.974 -1.406
H -6.000 0.851 -1.746
H -5.986 2.248 -0.573
H -6.713 -0.672 -0.055
H -7.263 0.883 0.756
H -4.906 -0.936 1.656
H -4.816 0.932 2.083
H -6.597 -2.445 3.013
H -4.330 -0.445 -2.671
H -5.042 -1.463 -1.260
H -2.613 -2.840 -1.373
H -4.082 -3.226 -2.395
H -1.909 -3.052 -3.965
H -2.002 -1.175 -3.554
H -3.766 -2.309 -6.670
H -2.042 -2.379 -6.006
H -2.953 -0.703 -6.079
H -0.410 3.948 -1.420
H 1.158 4.882 -1.089
H 0.074 4.526 0.341
H 1.528 3.191 1.927
H 1.912 1.330 1.735
H 3.120 2.609 1.246
C 6.512 -2.605 6.295
C 7.161 -2.056 5.193
C 6.437 -1.341 4.244
C 5.063 -1.179 4.394
C 4.413 -1.735 5.491
C 5.137 -2.447 6.442
H 7.077 -3.157 7.038
H 8.231 -2.185 5.075
H 6.944 -0.910 3.387
H 4.499 -0.619 3.656
H 3.341 -1.614 5.605
H 4.630 -2.879 7.299
C -0.321 -0.468 7.676
C 0.983 -0.288 7.225
C 1.977 0.119 8.110
C 1.665 0.351 9.446
C 0.360 0.181 9.895
C -0.633 -0.230 9.011
H -1.094 -0.791 6.988
H 1.225 -0.467 6.182
H 2.995 0.255 7.758
H 2.440 0.666 10.137
H 0.115 0.368 10.936
H -1.651 -0.365 9.362
C 1.080 1.959 -8.857
C 0.306 2.900 -9.529
C -0.988 3.174 -9.098
C -1.511 2.504 -7.997
C -0.741 1.556 -7.329
C 0.555 1.285 -7.758
H 2.091 1.750 -9.189
H 0.713 3.420 -10.390
H -1.590 3.910 -9.621
H -2.519 2.719 -7.659
H -1.150 1.029 -6.473
H 1.157 0.548 -7.236
```

F_max = 5.17 eV/A
HOMO level = -7.67 eV
Spin multiplicity = 1
Kohn-Sham gap = 8.13 eV
E_LUMO = 0.5 eV
Charge = 0

Results of the Mulliken charge analysis, in e, for atoms 1 through 5: C -0.90; C -0.48; C -0.19; C 0.78; C -0.46